(1)
The following is a DFT calculation (ωB97M-V/def2-TZVPD) of a single C4H6N2OS molecule.

Last column: Löwdin charge in e.
Element x y z (Å)
C: 1.1584 -0.8171 0.1827  -0.530
C: -1.2507 -1.0842 0.0486  -0.430
C: -2.4003 -0.0874 0.1712  -0.015
C: -0.0265 -0.2709 0.3259  -0.157
N: 2.7042 1.6299 -0.5950  -0.389
N: 1.7285 2.1087 -0.9549  0.076
O: -1.3171 -2.2932 -0.0776  0.076
S: 2.7378 -0.1423 0.1757  0.810
H: 1.0535 -1.9319 -0.2227  0.127
H: -2.1931 0.7968 -0.2310  0.024
H: -2.6085 0.1354 1.2856  0.135
H: -3.2823 -0.5159 -0.1463  0.052
H: -0.0927 0.8115 0.5952  0.110
H: 3.7888 1.6608 -0.5574  0.111

Cartesian forces (eV/Å) of the 3 atoms listed first:
C 0.5 -3.2 -1.9
C -0.3 1.2 1.4
C -0.4 -3.6 3.8

LUMO ... -0.34 eV


(2)
The following is a DFT calculation (ωB97M-V/def2-TZVPD) of a single C16H32O molecule.

Last column: Löwdin charge in e.
Element x y z (Å)
C: 2.5362 -3.5489 -6.1071  -0.122
C: 2.9479 -2.7216 -4.8955  -0.281
C: 1.9464 -2.8522 -3.7505  -0.241
C: 2.3570 -2.0327 -2.5298  -0.232
C: 1.3526 -2.1609 -1.3872  -0.230
C: 1.7721 -1.3550 -0.1603  -0.227
C: 0.7657 -1.4814 0.9810  -0.224
C: 1.1965 -0.6806 2.2076  -0.223
C: 0.2917 -0.8912 3.4229  -0.218
C: -1.1628 -0.4585 3.2307  -0.222
C: -1.3195 1.0343 2.9497  -0.220
C: -2.7902 1.4418 2.8897  -0.219
C: -2.9962 2.9473 2.7191  -0.222
C: -2.5183 3.4700 1.3670  -0.217
C: -2.8494 4.9479 1.1827  -0.174
C: -2.3607 5.4982 -0.1237  -0.283
O: -1.7550 4.8910 -0.9599  0.062
H: -2.6134 6.5697 -0.2678  0.118
H: -3.9294 5.1161 1.2325  0.123
H: -2.4015 5.5474 1.9813  0.124
H: -2.9887 2.8989 0.5643  0.124
H: -1.4396 3.3430 1.2724  0.113
H: -4.0621 3.1670 2.8248  0.110
H: -2.4704 3.4748 3.5190  0.114
H: -3.2806 1.1268 3.8145  0.111
H: -3.2768 0.9163 2.0648  0.116
H: -0.8395 1.2759 2.0020  0.100
H: -0.8192 1.6030 3.7375  0.123
H: -1.7134 -0.7047 4.1428  0.111
H: -1.6136 -1.0295 2.4174  0.106
H: 0.3041 -1.9518 3.6871  0.108
H: 0.7118 -0.3380 4.2671  0.108
H: 1.2353 0.3798 1.9530  0.106
H: 2.2101 -0.9832 2.4840  0.111
H: -0.2070 -1.1307 0.6324  0.109
H: 0.6619 -2.5340 1.2562  0.119
H: 1.8729 -0.3028 -0.4372  0.118
H: 2.7513 -1.7009 0.1801  0.115
H: 0.3733 -1.8164 -1.7282  0.116
H: 1.2535 -3.2135 -1.1104  0.115
H: 3.3393 -2.3658 -2.1856  0.115
H: 2.4471 -0.9816 -2.8141  0.116
H: 1.8597 -3.9039 -3.4665  0.115
H: 0.9630 -2.5213 -4.0931  0.115
H: 3.9326 -3.0469 -4.5517  0.107
H: 3.0296 -1.6711 -5.1841  0.107
H: 3.2613 -3.4405 -6.9105  0.065
H: 2.4697 -4.6026 -5.8445  0.069
H: 1.5646 -3.2272 -6.4759  0.069

Cartesian forces (eV/Å) of the 3 atoms listed first:
C 0.2 0.2 0.1
C -0.3 -0.2 0.0
C 0.4 0.3 0.0

LUMO ... 0.97 eV
SMILES string ... CCCCCCCCCCCCCCCC=O


(3)
The following is a DFT calculation (ωB97M-V/def2-TZVPD) of a single C25H30O4 molecule.

Last column: Löwdin charge in e.
Element x y z (Å)
C: -5.9305 -1.6998 1.4752  -0.056
H: -5.9171 -1.7091 2.5682  0.098
H: -6.9247 -1.9434 1.1074  0.092
H: -5.1965 -2.4204 1.1086  0.091
O: -5.6271 -0.4054 0.9892  -0.051
C: -4.3312 -0.0314 1.0672  -0.524
O: -3.4689 -0.7360 1.5422  0.097
C: -4.1353 1.2933 0.4864  0.000
C: -2.8982 1.8231 0.4082  -0.037
C: -2.5432 3.0524 -0.2330  -0.272
C: -1.2484 3.4423 -0.3906  -0.044
C: -0.0849 2.7961 0.1089  -0.074
C: 1.1642 3.1557 -0.2727  -0.056
C: 2.3798 2.5345 0.1685  -0.281
C: 3.5401 2.8529 -0.4660  -0.065
C: 4.8552 2.3152 -0.2736  -0.090
C: 5.1948 1.0194 -0.0606  -0.094
C: 4.2855 -0.0697 -0.1516  -0.083
C: 4.5327 -1.3548 0.2305  -0.267
C: 3.5448 -2.3847 0.1402  -0.048
C: 2.2468 -2.2576 -0.2409  -0.076
C: 1.3443 -3.3504 -0.2161  -0.051
C: 0.0096 -3.3426 -0.5020  -0.268
C: -0.6858 -2.1682 -0.9325  -0.016
C: -2.0099 -2.0781 -1.1702  0.009
C: -2.5970 -0.8258 -1.6202  -0.538
O: -2.0039 0.1992 -1.8703  0.094
O: -3.9386 -0.9165 -1.7570  0.096
H: -4.2965 -0.0603 -2.0371  0.127
H: -2.6992 -2.8949 -1.0343  0.111
H: -0.1142 -1.2644 -1.0940  0.114
C: -0.7820 -4.6083 -0.3573  -0.058
H: -0.1436 -5.4366 -0.0622  0.075
H: -1.5547 -4.4799 0.3996  0.087
H: -1.2708 -4.8624 -1.2968  0.085
H: 1.7762 -4.2958 0.0964  0.113
H: 1.8704 -1.2954 -0.5519  0.094
H: 3.8693 -3.3713 0.4518  0.107
C: 5.8604 -1.7374 0.8255  -0.054
H: 5.9149 -2.8087 1.0026  0.071
H: 6.0132 -1.2272 1.7761  0.088
H: 6.6774 -1.4593 0.1609  0.081
H: 3.3256 0.1706 -0.5810  0.104
H: 6.2357 0.7939 0.1286  0.102
H: 5.6582 3.0384 -0.3630  0.102
H: 3.4933 3.6540 -1.1979  0.109
C: 2.3136 1.6440 1.3747  -0.045
H: 1.7779 0.7188 1.1688  0.081
H: 1.7802 2.1650 2.1696  0.092
H: 3.3089 1.3928 1.7279  0.077
H: 1.2676 3.9370 -1.0164  0.113
H: -0.2134 1.9796 0.8016  0.100
H: -1.0643 4.3384 -0.9724  0.115
C: -3.6462 3.8891 -0.8122  -0.054
H: -4.1448 3.3519 -1.6188  0.084
H: -4.3896 4.1194 -0.0502  0.084
H: -3.2571 4.8218 -1.2122  0.076
H: -2.1030 1.2252 0.8312  0.116
H: -5.0199 1.7720 0.0988  0.113

Cartesian forces (eV/Å) of the 3 atoms listed first:
C 0.1 -0.4 0.2
H 0.0 0.0 -0.1
H 0.0 0.0 0.0

LUMO ... -0.90 eV
SMILES string ... COC(=O)/C=C/C(C)=C\C=C\C(C)=C\C=C/C=C(C)/C=C/C=C(C)\C=C\C(=O)O


Per-record ΔE to the lowest compared entry with this formula, charge and spin, kcal per mole: 129.2, 0.0, 28.4